[1]
Molecular formula: C10H15NO3S
Method: DFT, the ωB97M-V functional and the def2-TZVPD basis

XYZ file:
```
30
Properties=species:S:1:pos:R:3:mulliken_charge:R:1
C 0.944 1.306 2.170 0.21
C -0.233 2.275 1.791 -0.60
C -0.569 1.263 -0.574 -1.24
C -0.662 1.070 0.944 -0.17
C -0.572 -0.200 -1.219 0.49
C -0.218 -2.468 0.446 -0.47
C 0.973 -1.825 -0.343 0.91
C -0.070 0.997 -3.404 -1.09
C 1.080 -2.052 2.787 0.14
C -1.039 0.017 -2.669 -0.84
N 0.425 0.334 1.464 0.00
O 1.763 1.526 3.026 -0.57
O 0.656 -0.782 -1.037 -0.46
O 2.139 -2.104 -0.530 -0.61
S 0.060 -3.330 1.933 -0.08
H -0.743 2.427 2.774 0.27
H -0.098 3.262 1.360 0.31
H -1.375 1.799 -1.034 0.42
H 0.499 1.597 -0.650 0.41
H -1.595 0.614 1.281 0.41
H -1.330 -0.757 -0.557 0.26
H -1.094 -2.754 -0.165 0.35
H 0.437 1.584 -2.680 0.31
H -0.529 1.667 -4.081 0.37
H 0.762 0.531 -3.955 0.30
H 2.093 -2.446 2.914 0.35
H 0.585 -1.825 3.811 0.32
H 0.849 -1.133 2.223 -0.49
H -1.093 -0.932 -3.320 0.37
H -2.045 0.338 -2.707 0.44
```

The calculation puts the LUMO energy (spin up / spin down) at -3.0 / -1.0 eV. The value obtained for the energy above the lowest of the compared OMol25 structures with the same formula, charge and spin is 555.8 kJ/mol. Its HOMO energy (spin up / spin down) is -8.02 / -9.86 eV. Its spin multiplicity is 1. As for the total charge: 0.



[2]
Molecular formula: C5H6I2
Method: DFT, the ωB97M-V functional and the def2-TZVPD basis

XYZ file:
```
13
Properties=species:S:1:pos:R:3:mulliken_charge:R:1
C -0.168 -0.760 -1.598 0.05
C -0.874 -0.923 -0.529 -0.70
C 0.755 0.255 -1.029 -0.36
C -0.155 0.116 0.214 0.49
C 0.357 0.155 1.583 -1.29
I -2.276 -2.198 0.212 0.18
I -1.763 2.845 0.075 -0.34
H -0.006 -1.327 -2.538 0.36
H 1.869 -0.136 -0.873 0.24
H 0.740 1.333 -1.346 0.16
H 0.759 1.072 1.641 0.43
H 1.096 -0.598 1.778 0.37
H -0.333 0.166 2.410 0.41
```

The calculation puts the LUMO energy (spin up / spin down) at -2.0 / -2.0 eV. The value obtained for the energy above the lowest of the compared OMol25 structures with the same formula, charge and spin is 213.7 kJ/mol. Its HOMO energy (spin up / spin down) is -8.37 / -8.37 eV. Its spin multiplicity is 1. As for the total charge: 0.



[3]
Molecular formula: C55H67GaN2P2Se
Method: DFT, the ωB97M-V functional and the def2-TZVPD basis

XYZ file:
```
128
Properties=species:S:1:pos:R:3:mulliken_charge:R:1
Ga 0.591 0.762 0.555 1.97
C -2.045 0.324 2.698 -1.38
P -2.195 0.144 0.872 0.59
C -2.856 1.830 0.522 -1.17
C -3.762 -0.796 0.687 -0.46
C -4.868 -0.658 1.515 -1.02
C -5.999 -1.427 1.301 -0.86
C -6.036 -2.321 0.244 -0.79
C -4.950 -2.439 -0.603 -0.57
C -3.808 -1.679 -0.395 0.21
P -2.255 -1.827 -1.362 2.03
C -2.514 -0.490 -2.612 -1.36
C -2.660 -3.260 -2.465 -1.78
H -2.948 0.732 3.148 0.69
H -1.216 1.012 2.879 0.29
H -1.807 -0.639 3.149 0.26
H -3.737 2.031 1.132 0.46
H -3.126 1.925 -0.528 0.31
H -2.072 2.553 0.755 0.31
H -4.853 0.036 2.342 0.36
H -6.856 -1.324 1.948 0.43
H -6.914 -2.929 0.078 0.42
H -5.006 -3.130 -1.430 0.34
H -3.520 -0.522 -3.029 0.40
H -1.787 -0.626 -3.411 0.46
H -2.334 0.477 -2.146 0.18
H -2.805 -4.157 -1.862 0.36
H -1.807 -3.420 -3.119 0.28
H -3.541 -3.069 -3.074 0.50
C 2.030 3.440 -1.774 -1.80
C 2.746 2.091 -1.801 2.87
C 4.225 2.252 -2.175 -1.70
C 2.106 1.130 -2.773 -0.14
C 1.924 1.573 -4.074 0.04
C 1.439 0.733 -5.053 -1.23
C 1.208 -0.585 -4.731 -0.62
C 1.402 -1.087 -3.448 -0.46
C 1.195 -2.592 -3.383 0.90
C 0.995 -3.238 -2.021 -1.41
C 2.368 -3.279 -4.101 -1.66
C 1.791 -0.200 -2.425 -0.33
N 1.674 -0.565 -1.077 0.62
C 2.537 -1.265 -0.400 -0.50
C 2.194 -1.774 0.924 0.14
N 1.127 -1.374 1.554 0.86
C 0.790 -1.909 2.815 -0.57
C 1.348 -1.516 4.041 0.74
C 0.862 -2.111 5.206 -1.20
C -0.125 -3.069 5.197 -1.34
C -0.669 -3.455 3.987 -0.45
C -0.236 -2.882 2.804 0.41
C -0.813 -3.355 1.492 3.43
C -2.251 -3.860 1.615 -2.34
C 0.063 -4.475 0.925 -1.39
C 2.466 -0.525 4.316 0.70
C 3.786 -1.273 4.560 -1.57
C 2.675 0.599 3.315 -1.26
C 3.218 -2.752 1.292 0.07
C 3.357 -3.692 2.288 0.37
C 4.475 -4.546 2.253 -0.98
C 5.440 -4.474 1.278 -1.20
C 5.321 -3.533 0.230 0.96
C 6.205 -3.319 -0.852 -0.88
C 5.907 -2.387 -1.814 -1.45
C 4.720 -1.629 -1.805 -0.07
C 3.852 -1.789 -0.752 0.31
C 4.192 -2.715 0.265 -0.46
H 2.412 4.046 -0.957 0.28
H 0.962 3.291 -1.618 0.30
H 2.181 3.990 -2.699 0.47
H 2.701 1.664 -0.790 -1.63
H 4.339 2.433 -3.242 0.41
H 4.783 1.352 -1.922 0.29
H 4.662 3.092 -1.643 0.54
H 2.156 2.597 -4.323 0.41
H 1.264 1.090 -6.055 0.45
H 0.861 -1.262 -5.499 0.49
H 0.287 -2.788 -3.970 0.42
H 1.933 -3.302 -1.479 0.53
H 0.621 -4.251 -2.162 0.71
H 0.271 -2.679 -1.435 -0.52
H 3.310 -3.045 -3.608 0.28
H 2.435 -2.958 -5.139 0.46
H 2.225 -4.359 -4.086 0.42
H 1.280 -1.807 6.156 0.51
H -0.469 -3.511 6.120 0.41
H -1.436 -4.213 3.969 0.40
H -0.804 -2.507 0.796 -1.83
H -2.287 -4.844 2.080 0.64
H -2.682 -3.951 0.621 0.25
H -2.864 -3.173 2.190 0.46
H 0.111 -5.302 1.629 0.42
H 1.073 -4.131 0.729 0.04
H -0.354 -4.838 -0.009 0.42
H 2.188 -0.048 5.265 0.79
H 4.190 -1.662 3.629 0.25
H 3.632 -2.102 5.247 0.42
H 4.521 -0.600 4.997 0.49
H 3.100 0.235 2.377 -0.04
H 3.364 1.326 3.742 0.70
H 1.733 1.115 3.121 -0.01
H 2.628 -3.797 3.078 0.61
H 4.571 -5.283 3.039 0.48
H 6.285 -5.145 1.300 0.43
H 7.119 -3.892 -0.912 0.45
H 6.604 -2.230 -2.625 0.43
H 4.516 -0.944 -2.614 0.99
C 4.951 7.753 2.928 -1.55
C 3.912 6.751 2.522 0.60
C 2.569 7.092 2.459 -0.99
C 1.591 6.162 2.147 0.58
C 0.159 6.591 2.083 -1.65
C 1.964 4.836 1.893 0.16
Se 0.541 3.552 1.630 -0.18
C 3.314 4.488 1.887 1.19
C 3.837 3.135 1.513 -0.82
C 4.262 5.449 2.212 -0.81
H 4.555 8.765 2.872 0.36
H 5.829 7.679 2.289 0.35
H 5.267 7.567 3.956 0.29
H 2.270 8.110 2.670 0.28
H 0.069 7.663 2.249 0.40
H -0.427 6.062 2.834 0.30
H -0.263 6.341 1.109 0.29
H 3.027 2.431 1.334 -1.02
H 4.483 2.746 2.298 0.65
H 4.436 3.216 0.608 0.28
H 5.306 5.159 2.223 0.40
```

The calculation puts the LUMO energy (spin up / spin down) at -1.4 / -1.4 eV. Its HOMO energy (spin up / spin down) is -5.78 / -5.79 eV. Its spin multiplicity is 1. As for the total charge: 0.



[4]
Molecular formula: C53H111BN5O17
Method: DFT, the ωB97M-V functional and the def2-TZVPD basis

XYZ file:
```
187
Properties=species:S:1:pos:R:3:mulliken_charge:R:1
O 1.910 -3.311 3.454 -0.81
C 1.366 -2.551 2.717 0.46
O 1.623 -1.258 2.571 -0.90
B 0.704 -0.665 1.591 1.03
O 0.064 -1.823 0.939 0.28
C 0.251 -2.898 1.683 0.51
O -0.299 -3.955 1.605 -0.54
O 1.389 0.169 0.595 0.04
C 0.995 1.424 0.746 -0.27
O 1.402 2.360 0.138 -0.57
C -0.201 1.430 1.726 0.61
O -0.277 0.217 2.262 -0.79
O -0.806 2.395 2.102 -0.07
C 3.666 -5.902 4.042 -0.18
O 4.030 -4.710 4.729 -0.58
H 2.607 -6.120 4.246 0.09
H 3.763 -5.804 2.960 0.01
H 4.239 -6.714 4.484 0.30
H 3.563 -4.004 4.266 0.46
C -3.810 2.388 0.643 0.10
O -3.242 1.191 0.141 -0.54
H -3.140 3.247 0.611 -0.07
H -4.687 2.604 0.031 0.35
H -4.189 2.219 1.656 -0.18
H -2.435 0.991 0.623 0.23
C -0.574 -6.992 2.750 -0.26
O -0.278 -7.029 4.137 -0.55
H 0.176 -6.414 2.208 0.11
H -0.654 -7.988 2.301 0.39
H -1.539 -6.507 2.609 0.05
H 0.375 -7.715 4.293 0.29
C 1.684 4.969 2.630 -0.18
O 0.377 5.023 3.139 -0.60
H 2.017 5.949 2.265 0.24
H 2.414 4.672 3.391 0.33
H 1.769 4.319 1.754 -0.18
H -0.134 4.293 2.777 0.34
C 1.279 -1.549 -3.663 -1.85
C 1.173 -0.002 -3.627 2.23
C 2.339 0.433 -2.769 0.25
C 2.764 1.876 -2.981 0.96
C 3.047 2.143 -4.439 -1.46
C 1.827 1.832 -5.308 1.88
N 1.392 0.445 -5.009 0.34
O 0.287 0.063 -5.812 -0.51
C 0.710 2.832 -4.971 -1.19
C 2.180 1.935 -6.776 -2.17
C -0.186 0.340 -3.017 -0.25
H 1.330 -1.943 -2.645 -0.17
H 2.179 -1.848 -4.201 0.54
H 0.404 -1.980 -4.152 0.66
H 2.206 0.280 -1.697 -1.35
H 3.225 -0.182 -2.980 0.00
H 3.643 2.110 -2.364 0.87
H 2.045 2.549 -2.502 -1.18
H 3.951 1.601 -4.737 0.37
H 3.284 3.200 -4.610 0.47
H 0.948 3.839 -5.314 0.48
H -0.223 2.485 -5.422 0.33
H 0.515 2.858 -3.902 -0.25
H 2.548 2.931 -7.020 0.39
H 2.984 1.226 -7.017 0.43
H 1.373 1.630 -7.442 0.40
H -0.866 0.752 -3.765 0.34
H -0.158 1.138 -2.263 -0.37
H -0.690 -0.503 -2.547 -0.40
H 0.697 -0.381 -6.559 0.36
C -2.745 0.113 7.955 -1.82
C -3.313 1.448 7.444 1.96
C -2.315 2.175 6.545 -1.45
C -2.174 1.545 5.182 -0.06
C -3.523 1.542 4.497 -0.89
C -4.606 0.813 5.298 2.05
N -4.574 1.294 6.689 0.13
O -5.536 0.620 7.481 -0.51
C -5.961 1.175 4.700 -1.97
C -4.388 -0.701 5.137 -1.90
C -3.617 2.345 8.639 -2.05
H -1.874 0.338 8.577 0.44
H -2.373 -0.491 7.130 0.31
H -3.453 -0.452 8.558 0.42
H -2.674 3.209 6.440 0.29
H -1.366 2.310 7.073 0.51
H -1.830 0.513 5.322 0.20
H -1.415 2.022 4.565 -0.05
H -3.411 1.104 3.501 -0.01
H -3.832 2.575 4.297 0.41
H -6.247 2.161 5.070 0.47
H -5.911 1.245 3.611 0.31
H -6.751 0.463 4.941 0.36
H -4.599 -1.036 4.123 0.50
H -3.453 -1.134 5.488 0.27
H -5.105 -1.226 5.790 0.51
H -4.248 3.174 8.311 0.48
H -2.721 2.768 9.096 0.36
H -4.178 1.810 9.408 0.38
H -5.353 -0.324 7.384 0.36
C 1.331 7.978 -2.894 -1.75
C 1.187 7.289 -1.517 1.35
C 0.341 8.125 -0.548 -1.01
C -1.140 8.002 -0.829 -0.91
C -1.606 6.534 -0.849 -0.97
C -0.765 5.675 -1.788 1.82
N 0.673 5.924 -1.570 0.78
O 1.487 5.080 -2.354 -0.24
C -0.949 4.193 -1.421 -1.43
C -1.169 5.872 -3.260 -1.48
C 2.590 7.198 -0.899 -1.87
H 0.520 8.662 -3.136 0.33
H 1.531 7.234 -3.667 0.14
H 2.257 8.565 -2.909 0.54
H 0.612 7.810 0.462 0.36
H 0.649 9.169 -0.660 0.39
H -1.355 8.481 -1.789 0.31
H -1.761 8.487 -0.071 0.45
H -2.614 6.554 -1.266 0.40
H -1.559 6.138 0.166 0.32
H -2.011 3.953 -1.331 0.47
H -0.583 3.615 -2.272 -0.19
H -0.384 3.925 -0.533 0.04
H -1.382 6.925 -3.458 0.39
H -0.352 5.552 -3.905 0.01
H -2.070 5.300 -3.493 0.44
H 2.518 6.744 0.095 0.14
H 3.005 8.198 -0.769 0.51
H 3.264 6.538 -1.443 0.37
H 1.914 4.545 -1.675 0.27
C -3.641 -7.200 -2.594 -1.89
C -4.329 -5.820 -2.615 1.57
C -5.209 -5.662 -1.370 -1.20
C -4.382 -5.303 -0.131 -0.91
C -3.520 -4.060 -0.375 -0.87
C -2.648 -4.157 -1.610 2.09
N -3.428 -4.669 -2.743 0.25
O -2.551 -4.804 -3.860 -0.53
C -2.256 -2.713 -1.957 -1.78
C -1.346 -4.945 -1.379 -1.32
C -5.282 -5.786 -3.829 -1.92
H -3.119 -7.369 -1.654 0.43
H -2.957 -7.261 -3.438 0.27
H -4.426 -7.952 -2.686 0.53
H -6.002 -4.928 -1.525 0.33
H -5.641 -6.649 -1.183 0.47
H -3.773 -6.171 0.137 0.22
H -5.071 -5.124 0.699 0.47
H -2.949 -3.946 0.550 0.16
H -4.200 -3.206 -0.398 0.46
H -1.803 -2.644 -2.945 0.47
H -3.149 -2.087 -2.067 0.30
H -1.660 -2.286 -1.150 0.02
H -0.570 -4.654 -2.087 0.28
H -0.996 -4.812 -0.356 0.08
H -1.488 -6.012 -1.568 0.37
H -6.090 -6.499 -3.666 0.42
H -4.774 -5.990 -4.775 0.49
H -5.709 -4.784 -3.912 0.44
H -3.150 -4.865 -4.610 0.39
C 6.016 -0.060 -2.517 -2.52
C 5.895 -1.176 -1.480 1.95
C 5.195 -0.581 -0.241 -1.25
C 4.516 -1.585 0.688 -0.90
C 3.649 -2.473 -0.185 -0.39
C 4.416 -3.249 -1.252 2.50
N 5.105 -2.257 -2.079 0.95
O 5.904 -2.927 -3.047 -0.63
C 5.350 -4.249 -0.590 -1.95
C 3.368 -3.945 -2.111 -1.98
C 7.300 -1.605 -1.035 -1.97
H 5.039 0.394 -2.714 0.75
H 6.322 -0.447 -3.492 0.34
H 6.689 0.736 -2.202 0.46
H 6.010 -0.090 0.307 0.56
H 4.522 0.258 -0.439 -0.18
H 3.870 -1.017 1.360 0.36
H 5.231 -2.116 1.320 0.62
H 2.932 -1.759 -0.617 -1.05
H 2.982 -3.171 0.331 0.66
H 4.815 -4.890 0.116 0.33
H 5.823 -4.884 -1.340 0.38
H 6.120 -3.754 -0.002 0.33
H 3.859 -4.583 -2.858 0.54
H 2.731 -4.599 -1.517 0.37
H 2.797 -3.243 -2.719 0.05
H 7.852 -2.310 -1.656 0.28
H 7.367 -1.942 0.004 0.41
H 7.954 -0.722 -1.008 0.50
H 5.531 -2.670 -3.895 0.32
```

The calculation puts the LUMO energy at 2.2 eV. Its HOMO energy is -6.24 eV. Its spin multiplicity is 1. As for the total charge: -1.



[5]
Molecular formula: C6H7NO2
Method: DFT, the ωB97M-V functional and the def2-TZVPD basis

XYZ file:
```
16
Properties=species:S:1:pos:R:3:mulliken_charge:R:1
C 0.312 1.297 -0.529 0.06
C -1.111 1.330 -0.517 -0.21
C 1.520 1.277 -0.486 1.19
C -1.097 -0.847 0.411 0.76
C 2.925 1.282 -0.366 -1.36
C -2.145 -1.890 0.381 -1.01
N 0.087 -0.741 0.840 -0.61
O -1.764 2.253 -0.806 -0.48
O -1.701 0.149 -0.222 -0.28
H 3.293 2.211 -0.830 0.30
H 3.163 0.355 -0.997 0.28
H 3.240 1.232 0.712 0.27
H -2.137 -2.373 1.304 0.35
H -1.933 -2.589 -0.423 0.27
H -3.158 -1.454 0.126 0.28
H 0.505 -1.492 1.403 0.20
```

The calculation puts the LUMO energy at 0.8 eV. The value obtained for the energy above the lowest of the compared OMol25 structures with the same formula, charge and spin is 276.5 kJ/mol. Its HOMO energy is -9.00 eV. Its spin multiplicity is 1. As for the total charge: 0.



Calculated calculated total energy (eV), listed in the same order as above: -29075.025; -21479.833; -197403.646; -99697.988; -11917.566
Calculated largest force on an atom (Eh/bohr), listed in the same order as above: 0.07742; 0.09575; 0.04653; 0.03629; 0.06342